[1]
Entry from the OMol25 dataset: 3 unconnected molecules or ions with the total composition C27H63O6P2S (ωB97M-V/def2-TZVPD).

As for the spin multiplicity: 1. Its total charge is -1.

Last column: Mulliken charge in e.
Atoms and positions in Å:
C -2.79 3.69 1.00  -0.980
C -2.15 2.41 1.72  -0.380
C -2.71 1.01 1.20  0.458
O -2.62 1.00 -0.24  -0.399
C -1.40 0.38 -0.72  -1.299
P -1.50 -1.53 -0.90  2.772
C -2.61 -1.24 -2.47  -1.355
C -3.56 -2.53 -2.78  -0.913
C -4.74 -2.65 -1.72  0.963
C -6.22 -2.65 -2.35  -0.723
C -7.24 -3.70 -1.71  -0.777
C -7.20 -3.80 -0.11  0.413
C -8.21 -2.82 0.65  -0.921
C -7.91 -1.26 0.48  -0.329
C -6.78 -0.68 1.46  -0.796
O -5.49 -1.32 1.31  0.041
C -5.14 -2.14 2.45  -0.364
C -0.60 -1.89 0.74  -0.528
C 0.54 -3.00 0.74  -0.954
C 0.14 -4.44 0.17  -0.438
C -1.00 -5.20 0.99  -0.310
O -1.15 -4.74 2.36  -0.259
C -2.51 -4.85 2.71  0.357
O -2.82 -4.75 3.92  -0.596
P 0.34 -1.63 -2.13  0.045
S 1.77 -0.37 -1.53  -0.455
H -3.17 3.47 -0.06  0.234
H -1.95 4.48 0.89  0.277
H -3.67 4.15 1.56  0.277
H -1.02 2.45 1.53  0.277
H -2.39 2.46 2.85  0.366
H -2.27 0.10 1.72  -0.131
H -3.84 1.00 1.45  -0.182
H -1.23 0.80 -1.78  0.382
H -0.53 0.75 -0.10  0.320
H -1.81 -2.95 -1.07  -0.548
H -2.75 -1.45 -0.13  -0.950
H -2.02 -1.05 -3.42  0.399
H -3.34 -0.37 -2.34  0.281
H -2.91 -3.47 -2.88  0.111
H -3.98 -2.34 -3.84  0.463
H -4.64 -3.63 -1.13  0.068
H -4.68 -1.72 -1.05  -0.487
H -6.10 -2.92 -3.46  0.446
H -6.62 -1.57 -2.36  0.130
H -7.10 -4.72 -2.23  0.320
H -8.30 -3.36 -1.99  0.257
H -7.53 -4.87 0.16  0.299
H -6.17 -3.66 0.36  -0.579
H -9.30 -3.09 0.39  0.384
H -8.11 -3.05 1.78  0.312
H -8.88 -0.71 0.77  0.362
H -7.72 -1.03 -0.62  0.159
H -6.63 0.42 1.15  0.241
H -7.14 -0.64 2.55  0.473
H -4.28 -1.63 3.00  0.252
H -6.02 -2.42 3.11  0.364
H -4.74 -3.13 2.02  -0.291
H -0.14 -0.95 1.25  0.254
H -1.40 -2.25 1.49  0.094
H 1.54 -2.66 0.27  0.332
H 0.81 -3.18 1.85  0.445
H -0.21 -4.41 -0.92  0.167
H 1.11 -5.06 0.14  0.360
H -0.67 -6.31 1.05  0.229
H -1.97 -5.21 0.38  0.167
H -3.36 -4.96 1.97  0.280
H 0.17 -1.36 -3.52  0.107
H 0.97 -2.93 -2.05  0.023
C 7.62 2.81 -2.64  -1.117
C 7.12 2.75 -1.20  -0.023
O 5.74 2.44 -1.10  -0.433
C 5.34 1.18 -1.63  0.059
C 6.03 -0.01 -0.98  -1.038
H 7.05 3.53 -3.22  0.285
H 8.68 3.09 -2.66  0.376
H 7.52 1.84 -3.14  0.358
H 7.25 3.74 -0.75  0.064
H 7.72 2.06 -0.60  0.247
H 5.48 1.17 -2.72  0.230
H 4.26 1.09 -1.46  -0.006
H 7.11 0.02 -1.12  0.327
H 5.66 -0.94 -1.40  0.370
H 5.84 -0.01 0.10  0.274
C 8.67 5.92 3.04  -1.049
C 9.89 5.63 2.17  -0.308
O 9.56 5.37 0.82  -0.398
C 8.90 6.41 0.11  -0.235
C 9.70 7.70 0.05  -1.254
H 7.97 5.08 3.00  0.282
H 8.98 6.07 4.08  0.391
H 8.14 6.81 2.71  0.270
H 10.38 4.73 2.55  0.329
H 10.62 6.44 2.24  0.310
H 7.91 6.58 0.55  0.342
H 8.73 6.05 -0.90  0.339
H 9.89 8.12 1.04  0.276
H 9.16 8.45 -0.53  0.400
H 10.67 7.53 -0.42  0.315

[2]
Entry from the OMol25 dataset: 3 unconnected molecules or ions with the total composition C27H64BN3O14P2 (ωB97M-V/def2-TZVPD).

As for the spin multiplicity: 1. Its total charge is 0. As for the SMILES: CCOC(=O)CCC[C@H](OCB(O)O)[C@H](N)O[C@@H](N)CCCCCN.CCOP(=O)(OCC)OCC.CCOP(=O)(OCC)OCC.

Last column: Mulliken charge in e.
Atoms and positions in Å:
C 4.21 1.98 2.07  -0.768
C 5.63 1.72 2.75  -0.221
O 6.76 2.23 2.01  -0.337
C 6.89 1.60 0.74  -0.100
O 6.99 2.35 -0.26  -0.550
C 6.87 0.01 0.51  1.204
C 8.32 -0.66 0.55  -0.452
C 8.32 -2.24 0.83  -0.962
C 7.37 -3.09 -0.14  0.157
O 7.17 -2.45 -1.41  -0.122
C 8.24 -2.74 -2.35  -0.608
B 8.51 -1.33 -3.16  0.555
O 7.69 -0.15 -3.00  -0.482
O 9.63 -1.20 -4.07  -0.568
C 6.01 -3.41 0.67  -0.263
N 6.33 -4.63 1.51  -0.761
O 4.87 -3.68 -0.16  -0.421
C 3.88 -2.62 -0.10  -0.257
N 4.33 -1.54 -1.01  -0.096
C 2.40 -3.12 -0.58  -0.770
C 1.56 -1.80 -0.90  0.436
C -0.03 -1.97 -0.79  -0.895
C -0.63 -0.47 -0.56  0.769
C -0.01 0.62 -1.56  -0.622
N 0.96 1.57 -0.94  -0.551
H 3.49 1.16 2.44  0.223
H 3.79 2.98 2.42  0.374
H 4.20 1.91 0.93  0.201
H 5.63 2.27 3.76  0.329
H 5.76 0.61 3.01  0.182
H 6.14 -0.47 1.25  -0.239
H 6.45 -0.14 -0.55  -0.231
H 8.89 -0.17 1.42  0.466
H 8.88 -0.35 -0.40  0.114
H 7.96 -2.41 1.90  0.366
H 9.40 -2.61 0.67  0.237
H 7.89 -4.10 -0.33  0.616
H 9.17 -3.15 -1.85  0.343
H 7.80 -3.46 -3.14  0.177
H 6.75 -0.34 -3.17  0.282
H 9.62 -0.26 -4.39  0.310
H 5.80 -2.57 1.44  0.170
H 6.54 -4.31 2.48  0.288
H 5.48 -5.21 1.61  0.296
H 3.73 -2.25 0.98  0.237
H 4.05 -0.60 -0.69  0.088
H 4.09 -1.71 -1.99  0.222
H 1.91 -3.67 0.30  0.287
H 2.50 -3.83 -1.47  0.239
H 1.86 -1.02 -0.10  -0.217
H 1.83 -1.42 -1.95  0.229
H -0.48 -2.46 -1.73  0.250
H -0.24 -2.59 0.15  0.307
H -1.75 -0.56 -0.83  -0.734
H -0.50 -0.20 0.55  0.267
H -0.89 1.27 -1.93  0.310
H 0.43 0.13 -2.50  0.299
H 0.52 2.21 -0.26  0.238
H 1.75 1.10 -0.49  0.192
O -4.28 -1.94 -0.32  -0.820
P -5.72 -1.43 -0.17  1.495
O -6.41 -2.92 -0.43  -0.312
C -6.40 -3.85 0.64  -0.341
C -7.41 -3.48 1.70  -0.986
O -5.78 -0.84 -1.71  -0.378
C -4.62 -0.41 -2.41  -0.047
C -4.14 -1.49 -3.35  -1.346
O -7.31 -0.84 0.03  -0.443
C -8.18 -0.45 -1.03  -0.140
C -8.66 -1.60 -1.89  -0.976
H -5.39 -3.93 1.06  0.235
H -6.65 -4.83 0.21  0.345
H -7.13 -2.55 2.20  0.269
H -7.47 -4.27 2.46  0.410
H -8.40 -3.34 1.27  0.195
H -3.83 -0.09 -1.72  -0.020
H -4.90 0.48 -2.99  0.350
H -3.92 -2.42 -2.82  0.287
H -3.24 -1.18 -3.89  0.394
H -4.92 -1.73 -4.08  0.353
H -7.73 0.35 -1.63  0.253
H -9.05 0.00 -0.55  0.367
H -7.84 -2.04 -2.47  0.198
H -9.42 -1.25 -2.60  0.408
H -9.09 -2.39 -1.27  0.220
O -4.37 2.59 -0.19  -0.725
P -4.97 3.77 0.59  1.268
O -3.59 4.69 0.61  -0.297
C -3.23 5.37 -0.58  -0.306
C -4.13 6.57 -0.83  -1.027
O -4.84 3.04 2.07  -0.430
C -4.82 1.63 2.21  -0.097
C -3.40 1.14 2.38  -1.025
O -5.79 5.06 1.36  -0.436
C -5.80 5.30 2.77  -0.187
C -4.46 5.75 3.32  -0.914
H -3.26 4.68 -1.43  0.245
H -2.20 5.71 -0.47  0.326
H -5.16 6.26 -1.04  0.292
H -3.77 7.15 -1.69  0.412
H -4.16 7.22 0.04  0.199
H -5.33 1.13 1.38  0.000
H -5.39 1.38 3.11  0.320
H -2.77 1.43 1.53  0.141
H -3.36 0.06 2.49  0.415
H -2.95 1.60 3.27  0.405
H -6.20 4.44 3.31  0.247
H -6.52 6.11 2.92  0.361
H -3.71 4.95 3.27  0.193
H -4.56 6.04 4.37  0.399
H -4.07 6.59 2.76  0.224

Short version: LUMO = 0.081, -0.074 Eh, in the order given.